1:
{
  "formula": "C9H14",
  "method": "wB97M-V/def2-TZVPD",
  "total_charge": 0,
  "smiles": "Cc1ccccc1.CC",
  "gap_ev": 9.823,
  "species": ["C", "C", "C", "C", "C", "C", "C", "H", "H", "H", "H", "H", "H", "H", "H", "C", "C", "H", "H", "H", "H", "H", "H"],
  "coordinates": [[-0.0325, 2.5518, -0.7800], [2.1578, -0.3874, 1.2682], [1.0428, 0.0860, 1.9017], [2.5476, -0.0496, -0.0368], [0.2894, 1.0524, 1.2852], [1.6628, 0.8757, -0.6786], [0.6364, 1.5416, -0.0152], [2.8432, -1.0187, 2.0072], [0.6641, -0.2486, 2.8193], [3.2577, -0.7163, -0.5221], [-0.6857, 1.2462, 1.6484], [1.8307, 1.0646, -1.8479], [0.6176, 3.0986, -1.5112], [-0.7394, 3.2632, -0.2923], [-0.6852, 2.0575, -1.5182], [-2.2706, -1.6598, 0.2459], [-1.5451, -1.9304, -1.1313], [-1.7951, -0.7925, 0.7604], [-3.3016, -1.4617, 0.0680], [-2.2594, -2.4696, 0.9765], [-0.4280, -2.1369, -1.0714], [-2.1041, -2.7843, -1.6864], [-1.7034, -1.1818, -1.8893]],
  "mulliken_charge": [-1.459, -0.043, -0.570, -0.757, -0.492, -0.079, 0.816, 0.195, 0.431, 0.372, 0.457, 0.147, 0.329, 0.360, 0.281, -0.541, -0.790, -0.026, 0.323, 0.281, 0.212, 0.292, 0.261]
}

2:
{
  "formula": "C9H14",
  "method": "wB97M-V/def2-TZVPD",
  "total_charge": 0,
  "smiles": "Cc1ccccc1.CC",
  "gap_ev": 9.849,
  "species": ["C", "C", "C", "C", "C", "C", "C", "H", "H", "H", "H", "H", "H", "H", "H", "C", "C", "H", "H", "H", "H", "H", "H"],
  "coordinates": [[0.6631, -1.1972, 0.8664], [-1.2927, -2.2761, -2.2838], [-0.8771, -2.2294, -0.8844], [-0.5037, -1.7666, -3.2266], [0.1256, -1.3470, -0.4615], [0.5804, -0.9628, -2.8397], [0.8373, -0.7313, -1.4374], [-2.2604, -2.8160, -2.5722], [-1.6984, -2.6725, -0.2880], [-0.7713, -1.8122, -4.3215], [1.3374, -0.5976, -3.5816], [-0.2735, -0.6828, 1.4867], [1.5690, -0.7710, 1.0176], [1.5447, -0.0534, -1.2063], [0.6717, -2.1388, 1.3683], [-0.3584, 3.4095, 2.1216], [0.5369, 2.1039, 2.3757], [-1.1062, 3.4558, 3.0210], [0.2002, 4.2669, 1.9800], [-1.0209, 3.3459, 1.3091], [0.4846, 1.4642, 1.5083], [0.0812, 1.5699, 3.3139], [1.5305, 2.4388, 2.7343]],
  "mulliken_charge": [-1.665, -0.317, -0.471, -0.364, 1.050, -0.421, -0.461, 0.275, 0.265, 0.287, 0.292, 0.203, 0.465, 0.436, 0.441, -0.935, -0.367, 0.199, 0.305, 0.353, -0.152, 0.247, 0.335]
}

3:
{
  "formula": "C9H14",
  "method": "wB97M-V/def2-TZVPD",
  "total_charge": 0,
  "smiles": "Cc1ccccc1.CC",
  "gap_ev": 9.658,
  "species": ["C", "C", "H", "H", "H", "H", "H", "H", "C", "C", "C", "C", "C", "C", "C", "H", "H", "H", "H", "H", "H", "H", "H"],
  "coordinates": [[-0.6070, 1.4179, -1.8257], [0.1909, 0.1869, -2.3256], [0.1115, 2.0933, -1.4310], [-1.0775, 1.9696, -2.7636], [-1.2607, 1.3426, -1.1095], [-0.4445, -0.6958, -2.5569], [0.9773, -0.0882, -1.8058], [0.6156, 0.3606, -3.4992], [1.9525, -1.5882, 1.1688], [-0.5478, -1.4218, 0.6825], [0.6636, -0.8901, 1.2217], [-1.7820, -0.7219, 0.9837], [0.6688, 0.4943, 1.5870], [-1.7215, 0.6467, 1.1743], [-0.5021, 1.2649, 1.5489], [-0.4552, -2.4398, 0.4617], [-2.7148, -1.2481, 0.6415], [2.4338, -1.2425, 0.3127], [2.0672, -2.6829, 1.0868], [1.5656, 0.8902, 1.8370], [-2.5549, 1.2954, 0.9088], [-0.3654, 2.1649, 2.0109], [2.7866, -1.1082, 1.6907]],
  "mulliken_charge": [-0.704, -0.808, 0.258, 0.276, 0.189, 0.258, 0.268, 0.252, -1.510, -0.675, 0.854, -0.488, -0.372, -0.332, -0.744, 0.483, 0.279, 0.355, 0.363, 0.475, 0.422, 0.505, 0.396]
}

Q: Which of them is the least stable? A: 3.

1:
{
  "formula": "C9H14",
  "method": "wB97M-V/def2-TZVPD",
  "total_charge": 0,
  "smiles": "Cc1ccccc1.CC",
  "gap_ev": 10.058,
  "species": ["C", "C", "H", "H", "H", "H", "H", "H", "C", "C", "C", "C", "C", "C", "C", "H", "H", "H", "H", "H", "H", "H", "H"],
  "coordinates": [[1.0586, -1.3437, -2.9973], [1.4159, 0.1242, -2.9253], [1.8408, -1.9843, -3.2297], [0.3007, -1.6882, -2.1955], [0.4043, -1.6545, -3.9262], [2.4353, 0.6068, -3.3103], [0.7010, 0.5883, -3.6673], [1.4883, 0.4526, -1.8630], [-2.6362, -0.6957, 1.6027], [-1.1547, 1.2619, 2.0737], [-1.2704, -0.0686, 1.5842], [0.0930, 1.9616, 2.1275], [1.2244, 1.2849, 1.6068], [-0.1073, -0.7137, 1.2817], [1.1415, -0.0872, 1.3277], [-2.0800, 1.8752, 2.3666], [0.0896, 3.0325, 2.3651], [-2.9648, -0.8010, 0.5805], [-3.4571, -0.0458, 1.8782], [2.2314, 1.7421, 1.5369], [-0.0652, -1.5827, 0.7240], [2.1051, -0.5643, 0.8463], [-2.7946, -1.7006, 2.2129]],
  "mulliken_charge": [-0.859, -0.506, 0.348, 0.169, 0.286, 0.260, 0.215, 0.096, -1.319, -0.087, 0.614, -0.667, -0.240, -0.244, -0.526, 0.161, 0.329, 0.309, 0.357, 0.330, 0.423, 0.297, 0.251]
}

2:
{
  "formula": "C9H14",
  "method": "wB97M-V/def2-TZVPD",
  "total_charge": 0,
  "smiles": "Cc1ccccc1.CC",
  "gap_ev": 9.969,
  "species": ["C", "C", "C", "C", "C", "C", "C", "H", "H", "H", "H", "H", "H", "H", "H", "C", "C", "H", "H", "H", "H", "H", "H"],
  "coordinates": [[-1.2916, 2.2341, -1.7562], [-0.2718, 0.5968, 1.5111], [-0.1881, 1.3647, 0.3753], [-1.4552, -0.0294, 1.9250], [-1.3111, 1.4842, -0.4483], [-2.5876, 0.2437, 1.1794], [-2.5444, 1.0247, 0.0134], [0.6613, 0.4994, 2.0563], [0.7446, 1.7941, 0.0323], [-1.4830, -0.7901, 2.6898], [-3.5307, -0.1849, 1.5016], [-2.0619, 1.8665, -2.4416], [-0.3138, 2.0968, -2.2117], [-3.4449, 1.1709, -0.5655], [-1.6820, 3.2471, -1.6268], [2.2451, -1.4016, -0.1329], [2.9332, -2.7459, -0.3766], [2.6958, -0.6261, -0.7594], [1.2121, -1.4069, -0.4762], [2.3434, -1.1255, 0.9135], [2.4585, -3.2413, -1.2286], [2.8904, -3.4045, 0.4891], [3.9817, -2.6671, -0.6632]],
  "mulliken_charge": [-1.408, -0.131, -0.750, -0.814, 1.081, -0.159, -0.686, 0.410, 0.359, 0.383, 0.343, 0.352, 0.374, 0.327, 0.308, -0.604, -0.985, 0.286, 0.256, 0.204, 0.278, 0.286, 0.287]
}

3:
{
  "formula": "C9H14",
  "method": "wB97M-V/def2-TZVPD",
  "total_charge": 0,
  "smiles": "Cc1ccccc1.CC",
  "gap_ev": 10.078,
  "species": ["C", "C", "C", "C", "C", "C", "C", "H", "H", "H", "H", "H", "H", "H", "H", "C", "C", "H", "H", "H", "H", "H", "H"],
  "coordinates": [[0.2181, 1.1803, 2.4930], [0.7694, 0.1795, 1.5203], [1.7147, 0.6017, 0.5684], [0.3599, -1.1385, 1.4860], [2.2546, -0.2851, -0.3314], [0.7893, -1.9880, 0.4650], [1.7646, -1.5965, -0.4260], [0.9662, 1.4658, 3.2199], [-0.6151, 0.7760, 3.0666], [2.0570, 1.6282, 0.6387], [-0.2884, -1.5718, 2.2391], [3.0946, -0.0081, -0.9531], [0.3750, -2.9772, 0.3355], [2.1355, -2.2106, -1.2376], [-0.0272, 2.1201, 2.0044], [-1.4093, 0.7589, -1.4263], [-2.4685, 0.1742, -2.3777], [-1.8657, 1.4966, -0.7669], [-1.0018, 0.0089, -0.7457], [-0.5702, 1.1956, -1.9661], [-2.2770, -0.8654, -2.6091], [-3.4576, 0.2764, -1.9216], [-2.5182, 0.7789, -3.2753]],
  "mulliken_charge": [-1.579, 0.957, -0.444, -0.483, -0.436, -0.460, -0.494, 0.370, 0.374, 0.391, 0.321, 0.369, 0.369, 0.381, 0.339, -0.412, -0.962, 0.281, -0.046, 0.308, 0.302, 0.273, 0.283]
}

4:
{
  "formula": "C9H14",
  "method": "wB97M-V/def2-TZVPD",
  "total_charge": 0,
  "smiles": "Cc1ccccc1.CC",
  "gap_ev": 9.967,
  "species": ["C", "C", "C", "C", "C", "C", "C", "H", "H", "H", "H", "H", "H", "H", "H", "C", "C", "H", "H", "H", "H", "H", "H"],
  "coordinates": [[-0.5543, 1.8589, 2.8221], [-2.0759, 1.2586, 0.8269], [-0.7949, 1.2734, 1.4415], [-2.0319, 0.7496, -0.4686], [-0.9342, 0.5346, -1.2410], [0.3803, 1.0494, 0.7006], [0.2997, 0.8494, -0.6659], [-3.0703, 1.2269, 1.2539], [-2.9955, 0.6145, -0.9972], [-0.6548, 1.0883, 3.5834], [-1.1805, 2.7127, 3.0606], [-1.0080, 0.0608, -2.2179], [1.3570, 0.9788, 1.1716], [1.1357, 0.7450, -1.3556], [0.3992, 2.4139, 2.7953], [1.7618, -2.9782, -2.1373], [2.7424, -3.1866, -1.0228], [1.1917, -2.0491, -2.1489], [2.2912, -3.0124, -3.1230], [1.0494, -3.8125, -2.2747], [3.7613, -3.2575, -1.3965], [2.7210, -2.4276, -0.2456], [2.5122, -3.9863, -0.3016]],
  "mulliken_charge": [-1.308, -0.815, 1.039, -0.122, -0.535, -0.416, -0.554, 0.312, 0.274, 0.269, 0.370, 0.364, 0.369, 0.393, 0.354, -0.585, -0.835, 0.042, 0.272, 0.288, 0.257, 0.268, 0.298]
}

Q: Which of them is the least stable? A: 1.